Entry 1:
This record from the OMol25 dataset describes a single C16H11BrF3N5O3 molecule. The level of theory is the ωB97M-V functional and the def2-TZVPD basis.

Each line ends with the Löwdin charge.
Element x y z (Å)
C 4.298 -6.158 -1.099  -0.02
C 4.022 -5.074 -0.040  -0.38
O 4.762 -5.024 0.909  0.09
C 3.053 -3.991 -0.308  -0.18
N 2.568 -3.801 -1.563  0.08
N 1.814 -2.786 -1.586  0.07
N 1.771 -2.275 -0.302  -0.02
C 0.922 -1.198 -0.001  -0.18
C 0.791 -0.149 -1.041  -0.04
N 0.058 0.938 -0.910  0.11
N -0.781 1.138 0.153  0.00
C -1.671 2.244 0.166  -0.16
C -2.023 2.961 1.342  0.03
C -2.866 4.118 1.243  0.03
C -3.415 4.521 0.019  -0.25
O -4.212 5.635 0.045  0.10
C -4.962 6.072 -1.071  -0.60
F -4.199 6.399 -2.158  0.15
F -5.565 7.198 -0.657  0.17
F -5.892 5.152 -1.386  0.17
C -3.109 3.808 -1.146  0.01
C -2.199 2.735 -1.072  0.02
C -0.775 0.173 1.198  -0.43
O -1.523 0.233 2.152  0.02
C 0.110 -1.019 1.089  -0.41
Br -0.127 -2.341 2.497  0.86
C 2.617 -3.002 0.515  -0.17
C 2.999 -2.710 1.915  -0.05
H 4.718 -7.070 -0.656  0.08
H 4.988 -5.791 -1.841  0.08
H 3.342 -6.453 -1.600  0.09
H 1.359 -0.231 -1.996  0.12
H -1.648 2.678 2.286  0.09
H -3.130 4.706 2.151  0.13
H -3.518 4.072 -2.110  0.11
H -1.900 2.249 -1.969  0.09
H 2.804 -1.728 2.235  0.06
H 4.074 -2.852 2.035  0.09
H 2.444 -3.375 2.565  0.05

Atomic forces in eV per Å
-2.0379 -0.4513 0.1442
1.3752 -0.5005 -1.1819
-0.0601 0.1565 1.1388
0.5735 -0.8075 -0.3715
-0.2536 -0.2268 -0.2216
-0.5975 0.5877 0.2808
0.7035 -0.5155 0.6943
-1.1909 1.3238 -0.4476
-0.4208 1.0394 0.6021
-0.1007 -0.7691 -0.5324
1.9670 -2.5158 0.6080
-1.2079 2.2997 -0.6990
-0.8547 1.0482 -2.0363
0.3090 -0.7070 0.3664
0.7217 -1.1191 -0.2405
-0.9659 1.0724 -1.2943
0.8144 0.1008 1.4448
-0.9390 -0.7839 1.1488
0.2677 -0.8919 -0.4863
0.7662 0.7414 -0.3256
0.9522 -0.6311 0.6359
-0.2990 0.0237 1.6351
-0.7593 -0.2075 0.5305
-0.0607 0.6326 -0.1714
0.7241 -0.7062 -0.5652
-0.0216 1.1082 -1.1533
-0.7409 0.7407 -0.2108
0.5236 -0.8841 -0.1903
-0.0157 0.5342 0.2078
0.1476 0.3003 -0.2795
0.8449 0.3337 0.1485
-0.4503 0.1021 1.0362
0.2798 -0.2962 0.8348
0.3270 -0.6456 -0.8141
0.0532 0.0702 0.0265
0.0998 -0.3703 -0.6004
-0.5654 1.3660 0.1310
-0.1418 -0.3591 -0.0608
0.2334 -0.1928 0.2683

Values from the calculation:
spin multiplicity = 1
relative energy (zero: lowest compared OMol25 entry of this formula, charge and spin) = 0.0 kJ/mol
energy = -108556.39847 eV
LUMO level = -0.037 hartree
orbital gap = 7.95 eV
SMILES = CC(=O)c1nnn(-c2cnn(-c3ccc(OC(F)(F)F)cc3)c(=O)c2Br)c1C

Entry 2:
This record from the OMol25 dataset describes C22H50N3OP3Tl as an isolated structure. The level of theory is the ωB97M-V functional and the def2-TZVPD basis.

Each line ends with the Löwdin charge.
Element x y z (Å)
Tl -0.607 0.645 -0.613  0.71
P 1.511 -0.959 1.475  0.77
P 1.499 2.601 -0.482  0.79
P -1.147 -2.257 -0.601  0.81
H -0.543 2.668 -7.496  0.07
C -1.464 2.102 -7.295  -0.04
C -2.364 2.538 -6.407  -0.08
H -2.188 3.469 -5.835  0.08
C 2.885 -2.023 0.912  -0.26
C 2.500 0.216 2.484  -0.26
C 0.801 -2.012 2.804  -0.26
C 0.771 3.719 -1.739  -0.24
C 1.883 3.775 0.870  -0.24
C 3.167 2.265 -1.154  -0.22
C -2.422 -2.145 -1.903  -0.24
C -2.036 -3.110 0.736  -0.23
C -0.097 -3.606 -1.241  -0.21
H -1.674 1.206 -7.897  0.07
H -3.304 1.984 -6.276  0.06
H 3.425 -2.408 1.783  0.07
H 3.565 -1.430 0.289  0.05
H 2.499 -2.846 0.307  0.03
H 3.296 -0.323 3.011  0.07
H 1.873 0.737 3.221  0.02
H 2.939 0.977 1.828  0.02
H 1.396 -2.926 2.906  0.06
H -0.232 -2.290 2.549  0.00
H 0.790 -1.476 3.762  0.04
H 1.116 4.743 -1.550  0.07
H -0.323 3.662 -1.668  0.03
H 1.062 3.393 -2.745  0.06
H 2.562 4.556 0.498  0.08
H 2.377 3.246 1.705  0.05
H 0.956 4.237 1.242  0.06
H 3.795 3.163 -1.057  0.08
H 3.097 1.983 -2.216  0.06
H 3.631 1.440 -0.589  0.05
H -3.006 -3.071 -1.921  0.08
H -1.974 -1.983 -2.883  0.03
H -3.090 -1.301 -1.707  0.05
H -2.785 -3.792 0.326  0.08
H -2.546 -2.375 1.370  0.05
H -1.348 -3.679 1.363  0.05
H -0.709 -4.437 -1.612  0.09
H 0.561 -3.972 -0.445  0.05
H 0.521 -3.223 -2.063  0.06
C -1.425 1.075 -3.669  -0.42
C -0.153 0.620 -4.176  0.00
C -0.125 -0.468 -5.038  -0.04
C -1.317 -1.088 -5.430  -0.03
C -2.553 -0.497 -5.115  -0.06
C -2.625 0.637 -4.326  -0.01
O -1.535 1.813 -2.615  -0.13
H 0.760 -0.344 -1.515  0.05
H 0.752 1.132 -3.819  0.11
H 0.815 -0.868 -5.419  0.13
H -1.309 -2.022 -6.014  0.14
H -3.469 -0.924 -5.555  0.14
H -3.495 1.296 -4.217  0.14
C -1.244 0.409 4.303  -0.05
N -1.363 1.244 3.137  -0.14
C -0.275 2.162 2.921  -0.07
C -2.459 1.195 2.290  -0.41
N -2.345 1.429 0.996  0.09
N -3.636 0.853 2.919  -0.12
C -3.941 1.338 4.260  -0.02
C -4.780 0.477 2.128  -0.04
H -1.828 0.802 5.139  0.08
H -0.209 0.378 4.650  0.09
H -1.557 -0.621 4.079  0.11
H 0.242 1.936 1.974  0.00
H -0.605 3.217 2.914  0.11
H 0.442 2.115 3.763  0.11
H -3.290 1.455 0.579  0.07
H -5.013 1.552 4.368  0.12
H -3.675 0.597 5.024  0.09
H -3.397 2.264 4.483  0.11
H -5.262 1.338 1.643  0.11
H -4.493 -0.206 1.323  0.08
H -5.506 -0.034 2.762  0.11

Atomic forces in eV per Å
0.9847 0.4502 0.7698
0.2123 0.0156 0.9894
0.2056 1.4354 -0.6929
-1.0486 -1.8346 -0.6430
-0.4353 -0.3832 0.0446
-0.1820 0.1543 0.0412
0.2755 0.0808 -0.1198
-0.3060 -0.6224 -0.3295
-0.1039 0.1716 -0.6187
-0.1407 0.3710 0.0207
-0.4315 -0.1369 -0.0474
-0.3479 -0.2243 0.1071
-0.3269 -0.4879 0.8093
-0.0531 -0.9701 0.0292
-0.0677 0.6668 0.0201
-0.0339 0.6696 0.8331
0.9957 0.6883 0.0514
0.2777 0.4479 0.2679
0.3786 0.6336 -0.1530
-0.0740 0.0300 -0.1653
-0.0189 -0.2014 0.0912
0.1907 -0.0398 0.0785
-0.1249 0.1335 -0.1131
0.2651 -0.2843 -0.2703
0.1045 -0.1740 0.1943
-0.1272 0.1352 0.1081
0.3479 0.0459 0.2857
0.0305 -0.2252 -0.2771
-0.0511 -0.2392 -0.1450
0.3220 0.2967 -0.1106
-0.0703 0.1429 0.2164
-0.2446 -0.2918 -0.0887
-0.2005 0.3030 -0.3032
0.3320 -0.0875 -0.1166
-0.3215 -0.1924 0.0046
0.0657 0.0395 0.3938
0.0112 0.3356 -0.2931
0.1277 0.0717 0.0693
0.1190 -0.0148 0.0357
-0.0840 -0.1565 -0.0364
0.1171 0.0869 -0.2018
-0.0322 -0.2025 -0.0216
-0.0073 0.0660 -0.1016
-0.1779 0.2814 0.1445
-0.1218 0.0328 -0.2000
-0.0556 -0.2128 0.1031
0.0551 0.6309 0.7054
0.2604 -0.5830 -0.1026
0.7393 0.6199 0.4704
-0.7661 -0.3469 -0.0651
-0.8534 -0.0802 -0.1765
0.0390 -0.1229 -0.6206
0.4122 -1.0055 -0.2028
-1.2376 0.6057 0.0188
-0.4095 -0.3809 -0.2580
-0.1672 0.2138 0.1997
0.1074 0.6632 0.2113
0.5143 0.3086 0.2463
0.0939 -0.8081 0.2818
-0.3582 -0.6926 0.8792
-0.5742 0.2869 -1.1091
0.4756 1.0435 -0.3229
0.5361 -0.9377 2.8720
0.0355 -0.4818 -1.7133
1.1244 0.6079 -1.1337
-0.1127 0.2874 0.9067
-0.5306 -0.2355 -0.7636
0.2542 -0.2618 0.0288
-0.1434 0.0281 -0.2969
-0.0657 0.3176 0.1813
0.0304 0.1962 0.3894
-0.0651 -0.4406 -0.2300
-0.4703 -0.1717 -0.5866
0.8968 0.1416 -0.1244
0.3664 -0.0938 -0.3176
-0.3017 0.1452 -0.2177
-0.1169 -0.2276 -0.1394
-0.0688 -0.0455 0.2933
0.0375 -0.0950 0.1553
0.0885 0.1104 -0.1192

Values from the calculation:
spin multiplicity = 1
charge = +3
relative energy (zero: lowest compared OMol25 entry of this formula, charge and spin) = 251.7 kJ/mol
energy = -62671.83111 eV
LUMO level (spin up / spin down) = -0.450 / -0.407 hartree
orbital gap (spin up / spin down) = 4.01 / 5.20 eV

Number 1: maximum force 3.25 eV/A. Number 2: maximum force 3.07 eV/A.